*A*
17
Properties=species:S:1:pos:R:3 method="wB97M-V/def2-TZVPD" charge=+1 mol_weight_g_mol=116.209 e_homo_ev=-11.99
S -1.492 -0.432 -2.207
N 0.357 -1.821 0.998
C -1.239 0.232 -0.685
C -0.646 1.583 -0.406
C 1.145 0.321 0.641
C 0.638 -0.830 -0.002
C 0.508 1.471 0.600
H 1.195 -2.003 1.580
H -1.814 -0.274 0.231
H 1.963 0.106 1.301
H 0.949 2.408 1.081
H -0.347 1.939 -1.423
H 0.031 -2.759 0.635
H -0.645 0.342 -2.965
H -0.368 -1.406 1.623
H 1.253 -1.128 -0.859
H -1.488 2.252 -0.143

=====

*B*
17
Properties=species:S:1:pos:R:3 method="wB97M-V/def2-TZVPD" charge=+1 mol_weight_g_mol=116.209 e_homo_ev=-12.01
S -0.682 2.220 2.484
N 2.354 -0.257 -0.801
C -0.762 1.468 0.998
C -1.176 0.028 1.030
C 1.113 0.037 -1.047
C 0.093 -1.088 -1.038
C -1.181 -0.631 -0.324
H -1.783 -1.639 -0.361
H -0.567 3.469 2.147
H -2.133 -0.327 1.582
H 3.046 0.480 -0.811
H -0.236 -1.299 -2.029
H 0.388 -2.106 -0.529
H -1.686 0.117 -1.016
H 0.895 1.068 -1.324
H -0.287 -0.315 1.689
H 2.602 -1.225 -0.649

=====

Most stable one: *A*, least stable one: *B*.

=====

*A*
17
Properties=species:S:1:pos:R:3 method="wB97M-V/def2-TZVPD" charge=+1 mol_weight_g_mol=116.209 e_homo_ev=-13.56
S 0.429 1.838 -1.483
N 1.095 -1.352 1.831
C 1.473 0.446 -0.955
C -2.235 0.705 -0.924
C -0.703 0.762 -0.923
C 0.255 -0.351 1.307
C 0.233 -0.192 -0.311
H 1.937 0.037 -1.770
H -2.596 0.885 0.181
H -2.665 1.486 -1.545
H 2.083 -1.170 1.625
H -0.016 -1.192 -0.592
H 0.805 -2.247 1.492
H -2.348 -0.391 -1.205
H -0.673 -0.663 1.819
H 0.656 0.625 1.641
H 2.270 0.772 -0.188

=====

*B*
17
Properties=species:S:1:pos:R:3 method="wB97M-V/def2-TZVPD" smiles="C/C=C1/C[NH2+]CS1" charge=+1 mol_weight_g_mol=116.209 e_homo_ev=-12.52
S 0.348 -0.927 -1.437
N 1.299 -1.042 1.131
C -0.209 0.329 -0.320
C 1.753 -1.461 -0.267
C 0.778 0.325 1.085
C -2.283 1.182 -1.300
C -1.347 1.036 -0.187
H 2.799 -1.000 -0.361
H -3.201 0.803 -0.889
H 2.096 -1.165 1.774
H 0.243 0.896 1.862
H 1.814 -2.572 -0.391
H -1.583 1.484 0.814
H -2.429 2.241 -1.629
H 1.536 0.990 0.791
H -2.094 0.536 -2.189
H 0.481 -1.656 1.511

=====

Most stable one: *B*, least stable one: *A*.

=====

*A*
12
Properties=species:S:1:pos:R:3 method="wB97M-V/def2-TZVPD" smiles="[SiH3]/C=N/O[SiH3]" mol_weight_g_mol=105.245 e_homo_ev=-9.89
Si -2.541 -0.219 0.050
Si 2.493 0.153 -0.163
O -1.588 1.158 -0.091
N -0.192 1.210 -0.322
C 0.557 0.234 0.012
H -3.746 0.383 -0.121
H 3.156 1.335 -0.744
H 2.917 -1.056 -0.911
H -2.114 -1.081 1.353
H -2.057 -1.210 -0.909
H 0.280 -0.654 0.621
H 2.836 -0.254 1.224

=====

*B*
12
Properties=species:S:1:pos:R:3 method="wB97M-V/def2-TZVPD" mol_weight_g_mol=105.245 e_homo_ev=-8.67
Si 2.999 0.325 -0.018
Si 0.028 -0.412 -0.514
O -4.037 -0.624 -0.121
N 1.651 -0.697 0.151
C -3.939 0.548 -0.064
H 4.130 -0.211 -0.914
H -3.510 1.065 0.873
H 3.419 0.481 1.463
H 2.372 1.676 -0.530
H -0.655 -1.766 0.049
H -4.530 1.285 -0.648
H 2.072 -1.671 0.272

=====

Most stable one: *B*, least stable one: *A*.

=====

*A*
17
Properties=species:S:1:pos:R:3 method="wB97M-V/def2-TZVPD" smiles="C=N.O.O.O.O" mol_weight_g_mol=101.102 e_homo_ev=-10.43
O 1.032 -1.816 2.357
O 1.297 -0.816 -0.234
O 0.502 1.974 0.135
O 0.443 0.740 3.302
N -1.053 -0.226 -3.183
C -2.288 -0.323 -3.479
H -0.333 0.822 3.865
H -3.073 0.434 -3.438
H -0.264 2.180 -0.391
H 1.272 0.131 -0.091
H 0.465 -0.217 3.134
H 1.861 -0.980 -1.012
H 1.492 -1.401 1.596
H 0.251 2.014 1.064
H -2.590 -1.367 -3.563
H -0.854 0.751 -2.938
H 1.840 -1.899 2.878

=====

*B*
17
Properties=species:S:1:pos:R:3 method="wB97M-V/def2-TZVPD" smiles="C=N.O.O.O.O" mol_weight_g_mol=101.102 e_homo_ev=-10.45
O 0.594 -1.810 0.244
O -1.476 -0.495 -1.665
O 1.170 1.053 -0.512
O -0.117 2.038 -2.775
N -0.106 -1.151 2.946
C -0.184 0.109 2.855
H -0.505 1.159 -2.773
H 0.848 -1.498 2.844
H -0.216 -2.136 0.680
H -0.795 2.620 -2.409
H -1.208 0.490 2.866
H 0.807 1.637 -1.199
H 0.656 0.782 2.692
H -0.752 -0.670 -1.025
H 0.859 -0.984 0.688
H 1.951 0.700 -0.932
H -1.620 -1.229 -2.226

=====

Most stable one: *B*, least stable one: *A*.